(1)
Entry from the OMol25 dataset: an isolated molecule of C19H17N5OS (wB97M-V/def2-TZVPD).

```
43
Properties=species:S:1:pos:R:3:forces:R:3:nbo_charge:R:1
S -1.18471 3.65937 -0.05972 0.041 0.299 -0.193 0.278
O 2.54153 -0.35135 -2.47609 0.052 -0.169 -0.101 -0.586
N -1.47806 1.31101 -1.37833 0.008 1.005 -0.182 -0.320
N 1.52035 1.50847 -1.69157 0.162 0.031 -0.129 -0.593
N -1.81663 0.04140 -1.11729 -0.160 -1.132 0.045 -0.282
N -2.07949 1.18462 0.73128 0.183 -0.143 -0.853 -0.363
N 1.19351 1.95483 0.57110 -0.194 0.582 0.042 -0.533
C 1.89490 0.38629 2.22333 0.046 -0.095 0.000 -0.240
C 2.99698 -1.65358 1.57468 0.080 -0.101 -0.118 -0.241
C -0.21448 -4.52707 -0.64364 0.025 -0.079 -0.059 -0.218
C -1.78505 -2.44341 0.31496 -0.077 -0.165 0.119 -0.016
C -1.63498 1.99013 -0.27634 -0.181 0.224 0.100 0.159
C 2.88778 -1.30912 0.24601 0.010 0.061 -0.040 -0.132
C 0.37087 3.55412 -1.01425 -0.470 0.051 0.082 -0.555
C -2.33823 1.56051 2.08918 -0.158 0.016 0.467 -0.411
C 0.28124 -3.67343 0.32629 0.060 -0.003 0.042 -0.207
C -1.49343 -4.33707 -1.13698 0.004 -0.071 -0.063 -0.202
C -2.27448 -3.29958 -0.65998 -0.017 0.051 0.099 -0.195
C 1.07034 2.27705 -0.66440 0.301 -0.175 0.261 0.473
C -2.17874 -0.04347 0.13180 -0.038 0.320 0.195 0.339
C 2.28484 -0.10406 -0.11475 -0.067 0.017 0.446 -0.233
C -0.49882 -2.63468 0.80088 -0.045 -0.018 0.011 -0.168
C 2.49389 -0.80616 2.56081 -0.063 0.093 0.051 -0.186
C -2.61449 -1.28889 0.81676 0.012 -0.082 -0.115 -0.468
C 1.78889 0.75819 0.87918 0.241 -0.452 -0.323 0.249
C 2.15337 0.27670 -1.51824 0.006 0.187 -0.143 0.671
H -1.85453 0.85717 2.76848 -0.015 0.089 0.001 0.214
H -3.26941 -3.14892 -1.05185 -0.114 0.031 -0.049 0.209
H -0.10143 -1.96638 1.55315 0.061 0.099 0.083 0.201
H 0.12909 3.60367 -2.07500 0.110 0.023 0.042 0.236
H 1.27887 -3.81344 0.71419 0.074 -0.015 0.027 0.210
H 0.39629 -5.33589 -1.01620 0.046 -0.070 -0.034 0.212
H 3.25989 -1.94793 -0.54037 0.032 -0.079 -0.066 0.239
H 1.32864 1.77248 -2.65075 -0.014 -0.075 0.157 0.428
H -1.92921 2.55722 2.25273 0.012 -0.110 0.050 0.238
H -3.41192 1.57447 2.28842 0.072 0.016 0.041 0.209
H 2.57798 -1.08897 3.60033 0.010 -0.010 0.081 0.216
H -2.49422 -1.17153 1.89615 -0.072 -0.056 -0.028 0.222
H 0.95742 4.42211 -0.71355 0.048 -0.040 -0.072 0.256
H 3.47297 -2.58017 1.85904 0.035 -0.085 0.000 0.218
H -1.88358 -4.99694 -1.89769 -0.031 -0.050 -0.066 0.213
H 1.50585 1.05674 2.97400 -0.032 0.091 0.063 0.222
H -3.67240 -1.46534 0.60354 0.016 -0.012 0.127 0.236
```
Forces are in eV/Å.

Summary:
SMILES string ... Cn1c(Cc2ccccc2)nnc1SCc1nc2ccccc2c(=O)[nH]1
E ... -40313.24006 eV
Energy relative to the best compared isomer or geometry (same formula, charge and spin) ... 19.7 kcal/mol
E_HOMO ... -0.3175 Eh

(2)
Entry from the OMol25 dataset: a structure of composition C19H18AgCl2N3O2 (wB97M-V/def2-TZVPD).

```
45
Properties=species:S:1:pos:R:3:forces:R:3:nbo_charge:R:1
Ag -1.41597 0.83376 -1.53376 0.157 0.111 0.111 0.854
Cl -3.35619 5.57345 -2.19860 0.023 -0.010 -0.005 -0.005
Cl 1.43915 6.73162 -4.32835 -0.046 -0.070 0.034 -0.025
O -1.36257 -2.97377 4.00192 0.002 0.013 -0.006 -0.613
O -2.31962 2.80438 -2.05626 -0.075 0.008 0.116 -0.829
N -1.39579 0.15718 0.62375 -0.014 -0.008 -0.118 -0.523
N 0.18706 1.96122 -2.80658 -0.116 0.015 0.032 -0.506
N 0.36412 -3.34239 2.58938 -0.018 0.005 -0.028 -0.433
C -0.89431 -1.22359 2.50846 -0.014 -0.039 -0.005 -0.163
C -1.07525 -1.02618 1.14986 -0.005 0.001 -0.027 0.056
C -0.64066 -2.58439 3.09757 0.017 -0.016 0.019 0.665
C -1.08274 -0.14460 3.36040 -0.013 0.039 0.015 -0.106
C -1.40097 1.08876 2.82124 0.000 -0.036 0.001 -0.247
C 1.50375 -3.55263 0.38890 0.006 0.002 -0.023 -0.618
C 2.01997 3.71568 -3.91996 -0.023 0.085 -0.012 -0.120
C 1.44004 -2.85010 1.73584 -0.009 -0.006 0.052 -0.209
C -1.54712 1.19879 1.44880 -0.049 0.012 0.036 0.052
C -0.49468 -5.67381 2.56201 -0.011 -0.005 -0.003 -0.616
C -1.79063 5.00958 -2.69325 0.020 0.085 -0.021 -0.177
C -0.89218 5.93183 -3.23753 -0.103 0.024 0.031 -0.196
C 1.36999 1.54551 -3.18781 0.058 0.006 -0.033 0.048
C 0.51047 -4.69156 3.14119 0.030 0.027 0.001 -0.216
C -0.15601 3.27012 -2.96162 -0.006 -0.118 0.012 0.073
C 0.35035 5.54626 -3.64781 0.109 0.010 -0.041 -0.087
C 2.32923 2.39796 -3.76073 -0.023 -0.106 0.024 -0.275
C -1.49498 3.65249 -2.53018 0.010 -0.078 -0.088 0.427
C 0.75381 4.19931 -3.52083 0.086 0.055 -0.048 -0.104
H -0.35312 -6.66028 3.00484 -0.004 -0.002 -0.004 0.216
H 1.58737 0.49328 -3.04296 0.015 0.006 0.003 0.187
H 2.38475 -2.99551 2.26905 0.000 0.009 -0.003 0.196
H 1.32352 -1.77701 1.60371 0.000 -0.009 -0.007 0.214
H 0.57405 -3.42769 -0.16771 0.004 0.006 -0.006 0.204
H 2.32076 -3.14389 -0.20663 -0.002 -0.011 -0.008 0.220
H 2.73309 4.40420 -4.35239 -0.010 0.008 0.002 0.231
H 1.67953 -4.62237 0.50735 -0.002 0.001 0.008 0.212
H 0.39161 -4.63386 4.22341 0.004 0.001 -0.001 0.224
H -1.80939 2.14227 0.98515 0.008 0.000 -0.006 0.226
H 1.53131 -5.01274 2.92962 -0.006 -0.010 0.008 0.194
H -0.97870 -1.85194 0.45603 0.017 0.012 -0.005 0.205
H -1.54780 1.95505 3.45009 -0.002 0.010 -0.012 0.235
H -1.19554 6.96542 -3.33523 -0.013 -0.007 0.007 0.237
H -0.38035 -5.76360 1.48091 0.000 0.002 0.001 0.201
H -0.99023 -0.28623 4.42928 0.002 -0.011 -0.003 0.239
H 3.29010 2.00472 -4.06216 -0.004 -0.009 0.003 0.222
H -1.50924 -5.34469 2.78161 0.000 -0.004 -0.001 0.228
```
Forces are in eV/Å.

Summary:
E ... -57605.25021 eV
E_HOMO ... -0.2545 Eh

(3)
Entry from the OMol25 dataset: a structure of composition C19H18BrCaCl3FK2MgO6 (wB97M-V/def2-TZVPD).

```
52
Properties=species:S:1:pos:R:3:forces:R:3:mulliken_charge:R:1
Br -1.51401 1.22858 5.74986 -2.012 1.082 2.959 -0.603
Ca 0.58701 0.54607 7.01078 0.884 -0.903 -0.124 1.357
K 3.77897 -3.80805 1.76329 1.664 0.414 -0.741 1.003
K -2.72788 3.66056 -0.01048 -0.079 -3.047 4.654 0.881
Cl -1.48917 -4.30528 -0.26707 -0.961 -1.322 -0.817 -0.279
Cl 0.04104 5.16137 -5.72538 0.013 0.038 0.063 -0.161
Cl 1.05518 3.03312 -3.99730 1.080 2.263 0.109 -0.011
Mg 1.25017 -2.23364 3.23021 -1.407 -0.319 0.175 0.841
F 5.58320 -1.71006 -0.16985 -0.449 -0.494 0.956 -0.826
O -2.72226 2.93517 -2.84502 -0.029 -0.376 1.272 -0.777
O 0.17015 1.10637 3.84984 -0.124 -2.099 -2.616 -0.214
O -0.32236 0.88863 0.53081 -0.439 -1.044 0.464 -0.557
O -0.26123 -1.04996 4.28374 0.899 -0.364 -0.593 -0.617
O 3.19440 -2.17632 -1.02725 -0.136 -0.745 -0.030 -0.426
O 3.16287 -2.31504 6.21668 -1.102 0.535 -0.101 -0.718
C -0.43168 0.88477 -2.51196 1.905 -2.076 0.331 -0.575
C 1.08364 0.08083 -4.32951 -0.336 -0.246 0.720 -0.271
C 1.14783 -3.84871 0.43339 -0.900 2.220 1.635 -1.465
C -1.07062 -1.99443 1.46297 1.836 -0.913 0.443 0.524
C 1.39070 -0.90903 -2.06713 -1.121 1.058 -0.629 0.379
C 0.90338 4.78695 -4.23061 0.305 0.272 0.010 -0.335
C 2.04137 -1.86986 -1.03931 -1.556 0.815 -0.756 -0.385
C 1.80548 -0.82864 -3.45068 -1.470 1.097 1.275 -0.832
C 0.29174 -0.03037 -1.62244 0.093 -0.571 -0.251 0.588
C -1.94208 0.12082 2.93469 -0.797 -0.221 -0.661 -0.193
C -0.02982 0.92083 -3.91187 0.039 -2.653 1.900 -0.827
C -0.64460 -0.02534 3.73170 0.301 2.274 -0.493 0.359
C 0.10042 -4.33800 1.40282 -0.283 1.687 -1.530 -0.687
C -0.97063 -3.40803 1.92735 2.474 0.894 -0.371 -1.425
C -0.05805 -1.56371 0.49292 0.218 -1.142 0.494 1.717
C -2.28280 -1.12388 2.01317 0.741 -1.043 -0.282 -1.222
C -2.31928 4.10577 -2.36514 0.128 1.501 -1.803 -1.067
C 1.03743 -2.47031 0.00038 -1.437 0.130 1.014 1.287
C -0.07774 -0.13735 -0.09447 0.715 0.381 -2.425 -0.241
H -2.91692 -1.80884 2.63534 0.595 0.478 -0.747 0.483
H 1.89710 5.22513 -4.27741 -0.071 -0.074 -0.096 0.360
H -2.00533 1.07239 2.34497 0.572 -0.900 0.600 0.171
H -0.15838 1.75170 3.18847 0.426 -0.188 0.336 0.401
H -2.88797 -0.83745 1.10955 0.543 0.029 0.988 0.294
H -2.77659 4.43725 -1.41984 -0.351 2.250 -3.967 0.482
H -1.67998 -3.83388 2.66524 0.434 0.400 -0.748 0.386
H -2.76417 0.20405 3.69314 0.815 -0.253 -0.651 0.552
H -0.59932 1.57910 -4.59086 0.284 -1.141 0.404 0.610
H 1.40305 0.13516 -5.39466 -0.309 -0.084 0.964 0.372
H 0.35315 5.20541 -3.39236 -0.069 -0.145 -0.101 0.191
H -2.47913 5.00505 -2.99812 -0.077 -0.135 -0.390 0.344
H -1.26772 1.48099 -2.09005 0.480 -0.187 -0.851 0.307
H 1.96026 -4.52721 0.02855 -1.383 0.861 0.353 0.879
H -1.23326 4.21253 -2.11963 0.586 -0.270 0.263 0.141
H 0.16562 -5.40808 1.71477 -0.362 1.184 -0.066 0.484
H 2.64911 -1.47210 -3.77082 -0.696 0.680 -0.006 0.454
H 2.66554 -1.95480 5.46891 -0.077 0.411 -0.536 -0.132
```
Forces are in eV/Å.

Summary:
E ... -199122.66092 eV
Net charge ... +1
E_HOMO ... -0.3356 Eh